No. 1
C27H42N8P2RbS | ωB97M-V/def2-TZVPD

Values from the calculation:
LUMO level (Ha): -0.07598
HOMO energy (eV): -10.74
Charge: +1
Frontier orbital gap (eV): 8.68
2S+1: 1

Last column: Mulliken charge in e.
Element x y z (Å)
Rb (0.28, 0.43, -0.24)  0.726
N (3.31, 1.45, -0.58)  -0.464
C (3.14, 2.58, -1.51)  -0.193
C (2.50, 3.76, -0.81)  -0.985
N (1.26, 3.35, -0.17)  0.160
C (0.43, 4.42, 0.36)  -1.016
C (-0.92, 3.87, 0.79)  -0.161
N (-0.73, 2.76, 1.75)  -0.412
H (4.01, 1.68, 0.12)  0.213
H (3.66, 0.64, -1.08)  0.195
H (2.47, 2.24, -2.31)  -0.044
H (4.08, 2.90, -1.98)  0.453
H (2.27, 4.53, -1.55)  0.381
H (3.21, 4.21, -0.10)  0.320
H (1.49, 2.73, 0.60)  0.191
H (0.27, 5.16, -0.43)  0.390
H (0.91, 4.95, 1.19)  0.318
H (-1.43, 3.46, -0.08)  -0.026
H (-1.53, 4.68, 1.19)  0.454
H (-1.63, 2.35, 1.98)  0.165
H (-0.36, 3.12, 2.62)  0.220
C (-1.27, -4.22, -1.26)  -1.345
P (-1.04, -2.49, -1.86)  0.759
C (-2.75, -2.14, -2.43)  -1.281
C (-0.23, -2.86, -3.47)  -1.238
C (0.03, -1.62, -4.34)  -0.913
P (1.31, -0.48, -3.66)  0.793
C (1.38, 0.72, -5.04)  -1.165
C (2.83, -1.45, -4.01)  -1.505
H (-1.75, -4.84, -2.01)  0.416
H (-1.87, -4.22, -0.35)  0.387
H (-0.30, -4.65, -1.02)  0.381
H (-3.12, -2.92, -3.10)  0.467
H (-2.79, -1.18, -2.94)  0.228
H (-3.42, -2.08, -1.57)  0.349
H (-0.85, -3.57, -4.02)  0.544
H (0.71, -3.37, -3.26)  0.305
H (-0.89, -1.05, -4.46)  0.376
H (0.34, -1.93, -5.34)  0.490
H (1.47, 0.22, -6.01)  0.444
H (2.24, 1.39, -4.92)  0.410
H (0.48, 1.34, -5.05)  0.105
H (2.85, -1.81, -5.04)  0.408
H (2.91, -2.30, -3.33)  0.383
H (3.71, -0.82, -3.84)  0.397
N (-3.60, 0.76, 1.48)  -0.427
C (-3.61, 1.19, 0.18)  0.133
N (-2.65, 0.96, -0.65)  0.367
C (-2.91, 1.59, -1.87)  -0.937
C (-2.08, 1.55, -2.99)  0.663
C (-2.47, 2.22, -4.13)  -0.478
C (-3.68, 2.91, -4.19)  -0.734
C (-4.51, 2.96, -3.09)  -0.459
C (-4.12, 2.30, -1.94)  0.702
S (-4.94, 2.17, -0.40)  -0.287
H (-3.00, -0.04, 1.65)  0.200
H (-4.48, 0.71, 1.96)  0.256
H (-1.14, 1.01, -2.94)  -0.168
H (-1.83, 2.20, -5.01)  0.353
H (-3.96, 3.42, -5.10)  0.413
H (-5.45, 3.50, -3.13)  0.425
N (1.97, -2.89, 10.82)  -0.458
C (1.85, -2.77, 9.68)  -0.005
C (1.69, -2.63, 8.26)  0.443
C (0.95, -3.57, 7.55)  -0.754
C (0.79, -3.43, 6.18)  -0.380
C (1.38, -2.36, 5.53)  0.522
C (2.14, -1.43, 6.23)  -0.292
C (2.28, -1.56, 7.60)  -0.745
N (1.22, -2.21, 4.13)  0.168
C (1.25, -3.21, 3.18)  -0.406
C (1.02, -2.60, 1.99)  -0.596
N (0.84, -1.25, 2.18)  -0.156
C (0.96, -1.05, 3.46)  -0.645
H (0.49, -4.40, 8.07)  0.445
H (0.19, -4.14, 5.62)  0.494
H (2.62, -0.62, 5.71)  0.504
H (2.86, -0.84, 8.16)  0.443
H (1.47, -4.23, 3.44)  0.476
H (0.97, -3.05, 1.01)  0.337
H (0.85, -0.11, 3.98)  0.501

No. 2
C27H43BrN2OP2Ti | ωB97M-V/def2-TZVPD

Values from the calculation:
LUMO level (alpha / beta) (Ha): -0.24529 / -0.26263
HOMO energy (alpha / beta) (eV): -11.46 / -11.46
Charge: +2
Frontier orbital gap (alpha / beta) (eV): 4.78 / 4.31
2S+1: 3

Last column: Löwdin spin population.
Element x y z (Å)
C (-1.05, -3.96, -7.13)  0.049
C (-1.20, -2.58, -6.88)  0.034
C (-2.15, -1.90, -7.69)  0.051
C (-2.86, -2.60, -8.67)  -0.009
N (-2.69, -3.90, -8.89)  0.048
C (-1.81, -4.57, -8.14)  -0.010
C (-0.54, -1.91, -5.81)  0.319
C (-0.60, -1.83, -4.53)  0.018
C (-1.29, -1.32, -3.37)  0.048
C (-0.80, -1.84, -2.15)  -0.006
C (-1.34, -1.36, -0.95)  0.014
C (-2.27, -0.32, -0.91)  -0.002
C (-2.79, 0.16, -2.15)  0.023
C (-2.32, -0.33, -3.36)  0.013
Ti (0.66, -0.65, -3.66)  1.360
P (-3.17, -0.12, 0.66)  -0.001
H (-2.36, -0.84, -7.53)  0.002
H (-0.38, -4.58, -6.53)  0.003
H (-3.59, -2.09, -9.30)  -0.001
H (-1.70, -5.64, -8.35)  -0.001
H (-2.69, 0.02, -4.34)  0.001
H (-0.42, -2.87, -2.18)  0.002
H (-3.56, 0.93, -2.09)  0.001
H (-0.99, -1.82, -0.02)  0.001
C (-2.24, 1.01, 1.69)  0.000
C (-3.02, 1.73, 2.79)  0.000
H (-1.79, 1.75, 1.00)  0.000
H (-1.41, 0.42, 2.13)  0.000
H (-2.31, 2.06, 3.57)  0.000
H (-3.53, 2.62, 2.41)  0.000
H (-3.76, 1.09, 3.28)  0.000
C (-4.84, 0.37, 0.25)  0.000
C (-5.61, -0.63, -0.66)  0.000
H (-4.77, 1.35, -0.23)  0.000
H (-5.38, 0.51, 1.20)  0.000
H (-6.38, -0.08, -1.21)  0.000
H (-4.96, -1.11, -1.40)  0.000
H (-6.11, -1.41, -0.07)  0.000
C (-3.21, -1.79, 1.38)  0.001
C (-4.02, -1.99, 2.66)  0.000
H (-2.17, -2.08, 1.56)  0.000
H (-3.61, -2.45, 0.61)  0.000
H (-3.99, -3.05, 2.92)  0.000
H (-3.61, -1.41, 3.49)  0.000
H (-5.08, -1.70, 2.53)  0.000
Br (0.08, 1.34, -1.87)  -0.004
P (-1.54, 4.41, -3.30)  0.001
C (-2.61, 3.89, -1.91)  0.000
C (-3.34, 5.06, -1.22)  0.000
H (-1.98, 3.35, -1.20)  0.000
H (-3.34, 3.17, -2.32)  0.000
H (-4.15, 4.68, -0.58)  0.000
H (-2.66, 5.65, -0.60)  0.000
H (-3.81, 5.73, -1.96)  0.000
C (0.14, 4.57, -2.64)  0.000
C (0.84, 5.89, -2.97)  0.000
H (0.70, 3.71, -3.05)  0.000
H (0.07, 4.42, -1.56)  0.000
H (1.80, 5.93, -2.44)  0.000
H (1.05, 5.97, -4.04)  0.000
H (0.24, 6.75, -2.66)  0.000
C (-1.61, 3.10, -4.56)  0.001
C (-2.47, 3.57, -5.74)  0.000
H (-2.00, 2.18, -4.09)  0.000
H (-0.57, 2.92, -4.87)  0.000
H (-2.35, 2.89, -6.58)  0.000
H (-3.53, 3.60, -5.46)  0.000
H (-2.17, 4.57, -6.07)  0.000
C (2.00, -2.20, 0.07)  0.001
C (2.35, -1.39, -1.14)  0.006
N (3.37, -0.53, -0.99)  0.004
O (1.79, -1.48, -2.31)  0.033
H (2.64, -3.09, 0.15)  0.000
H (0.95, -2.51, 0.05)  0.000
H (2.17, -1.59, 0.98)  0.000
H (3.66, 0.04, -1.78)  0.000
H (3.83, -0.45, -0.09)  0.000

No. 3
C27H43ClF6N5O2PSi2Zr | ωB97M-V/def2-TZVPD

Values from the calculation:
LUMO level (alpha / beta) (Ha): -0.12035 / -0.12121
HOMO energy (alpha / beta) (eV): -10.86 / -11.81
Charge: +1
Frontier orbital gap (alpha / beta) (eV): 7.59 / 8.51
2S+1: 2

Last column: Löwdin spin population.
Element x y z (Å)
Zr (0.69, 0.51, -0.22)  0.000
C (-0.30, 3.43, 1.06)  0.000
C (0.89, 3.02, 1.91)  0.000
N (1.00, 1.54, 1.98)  0.000
C (0.23, 0.97, 3.09)  0.000
C (-1.11, 0.50, 2.63)  0.000
C (-2.17, 0.37, 3.51)  0.001
C (-3.38, -0.11, 3.04)  0.000
C (-3.51, -0.40, 1.69)  0.004
C (-2.41, -0.21, 0.86)  0.010
C (-2.46, -0.38, -0.63)  0.016
N (-1.63, 0.69, -1.21)  0.002
C (-2.27, 2.01, -1.09)  0.001
C (-1.23, 3.11, -1.21)  0.000
N (-0.12, 2.87, -0.28)  0.000
N (-1.22, 0.20, 1.33)  0.001
H (-0.38, 4.52, 1.02)  0.000
H (-1.24, 3.06, 1.49)  0.000
H (0.81, 3.43, 2.92)  0.000
H (1.81, 3.40, 1.47)  0.000
H (1.99, 1.30, 2.13)  0.000
H (0.13, 1.68, 3.91)  0.000
H (0.78, 0.11, 3.48)  0.000
H (-2.04, 0.63, 4.55)  0.000
H (-4.23, -0.23, 3.70)  0.000
H (-4.44, -0.74, 1.26)  0.000
H (-3.50, -0.34, -0.98)  0.000
H (-2.04, -1.35, -0.92)  0.010
H (-1.49, 0.46, -2.19)  0.000
H (-2.77, 2.06, -0.13)  0.000
H (-3.04, 2.13, -1.86)  0.000
H (-1.69, 4.09, -1.03)  0.000
H (-0.81, 3.14, -2.22)  0.000
H (0.71, 3.30, -0.71)  0.000
Cl (1.39, -1.63, 1.78)  0.001
C (1.94, -1.35, 0.07)  0.000
H (1.60, -2.22, -0.49)  0.001
H (3.03, -1.31, 0.08)  0.000
F (0.24, -0.88, -1.99)  0.000
P (1.03, -0.10, -3.33)  0.000
F (1.31, -1.48, -3.99)  0.000
F (1.72, 0.81, -4.39)  0.000
F (-0.42, 0.05, -3.96)  0.000
F (0.64, 1.28, -2.35)  0.000
F (2.35, -0.18, -2.42)  0.000
C (-1.21, -3.15, -2.75)  -0.002
Si (-2.11, -4.00, -1.32)  0.084
C (-1.80, -5.87, -1.40)  0.022
C (-3.97, -3.67, -1.52)  0.020
C (-1.51, -3.33, 0.31)  0.649
Si (-1.96, -3.95, 2.00)  0.087
C (-1.05, -2.92, 3.31)  -0.001
C (-1.46, -5.76, 2.21)  0.024
C (-3.82, -3.81, 2.30)  0.018
H (-1.64, -3.51, -3.68)  0.000
H (-0.14, -3.37, -2.77)  0.000
H (-1.33, -2.06, -2.74)  0.000
H (-1.80, -6.18, -2.44)  0.003
H (-2.57, -6.44, -0.88)  0.000
H (-0.84, -6.14, -0.97)  0.000
H (-4.37, -4.31, -2.30)  0.003
H (-4.15, -2.64, -1.82)  0.000
H (-4.54, -3.86, -0.61)  0.000
H (-0.76, -2.56, 0.28)  0.041
H (0.02, -3.13, 3.32)  0.000
H (-1.45, -3.18, 4.29)  0.000
H (-1.18, -1.85, 3.17)  0.000
H (-0.43, -5.94, 1.90)  0.000
H (-2.09, -6.44, 1.64)  0.000
H (-1.54, -6.04, 3.26)  0.003
H (-4.21, -2.81, 2.08)  0.000
H (-4.04, -4.01, 3.35)  0.002
H (-4.39, -4.52, 1.71)  0.000
O (2.12, 3.36, -1.83)  0.000
C (2.91, 2.65, -1.23)  0.000
N (2.56, 1.71, -0.26)  0.000
C (3.71, 1.36, 0.41)  0.000
O (3.71, 0.75, 1.47)  0.000
C (4.88, 1.92, -0.30)  0.000
C (6.24, 1.80, -0.06)  0.000
C (7.08, 2.51, -0.90)  0.000
C (6.59, 3.32, -1.92)  0.000
C (5.22, 3.46, -2.14)  0.000
C (4.39, 2.72, -1.31)  0.000
H (6.62, 1.19, 0.74)  0.000
H (8.15, 2.44, -0.77)  0.000
H (7.28, 3.86, -2.55)  0.000
H (4.82, 4.09, -2.92)  0.000

DFT total energy in eV, matching the order above: -70667.4081 -145442.9151 -95400.4489
Relative energy (zero: lowest compared OMol25 entry of this formula, charge and spin) in eV, matching the order above: 0.1612 0.0000 0.9887